Molecular formula: C58H54F3N8OPS5Se3Sr
Method: DFT, wB97M-V/def2-TZVPD

Geometry as XYZ:
```
134
Properties=species:S:1:pos:R:3:forces:R:3
Sr 0.90159 -0.01763 0.65719 4.13 -0.59 -1.63
C -9.84802 4.16578 8.11153 -0.11 -0.18 0.29
O -9.35505 4.76859 6.94647 0.53 -0.10 -0.56
C -8.32946 4.12847 6.28252 -0.08 0.16 -0.02
C -7.81509 4.78293 5.15848 -0.31 0.00 0.34
C -6.78482 4.23115 4.43947 0.23 -0.36 0.03
C -6.21697 2.99943 4.80601 -0.96 0.33 0.81
C -6.74860 2.35184 5.92779 0.40 0.20 -0.63
C -7.78807 2.90410 6.65358 -0.39 0.17 0.34
C -5.13948 2.46273 4.01979 1.00 -0.44 -0.80
N -4.69046 2.99009 2.89272 -0.60 0.25 0.51
C -3.68472 2.18464 2.47105 0.28 -1.15 0.87
C -3.50921 1.12284 3.36216 -0.21 0.91 -0.71
N -4.44679 1.31409 4.34037 -0.21 0.35 -0.05
C -2.57900 0.08006 3.15114 0.56 -0.52 -0.47
C -2.38286 -1.00703 4.00392 0.07 -0.05 -0.24
C -1.46607 -1.98026 3.66335 -0.06 0.20 0.18
C -0.80160 -1.86579 2.44474 0.05 -0.54 0.38
N -0.97124 -0.85597 1.62880 -2.05 -0.61 0.29
C -1.76656 0.16043 1.97594 -1.24 -0.54 1.21
C -1.88394 1.28933 1.08627 -1.08 1.15 -0.20
N -1.02385 1.38876 0.06991 -0.52 0.04 0.01
C -1.07496 2.43380 -0.72110 0.23 0.32 -0.53
C -2.01796 3.44936 -0.60402 -0.35 0.02 0.37
C -2.92039 3.38330 0.43845 0.22 -0.04 -0.23
C -2.85001 2.30534 1.31964 0.31 -0.40 -0.18
H -10.60167 4.84371 8.50988 0.04 -0.05 -0.01
H -9.06118 4.02583 8.86154 -0.03 0.01 -0.05
H -10.31570 3.19658 7.90224 0.04 0.04 0.00
H -8.24593 5.73209 4.87747 -0.02 0.09 -0.04
H -6.38271 4.73122 3.57351 0.03 0.09 -0.09
H -6.36046 1.39479 6.24624 0.04 -0.08 0.02
H -8.16721 2.36580 7.51023 -0.02 0.01 0.03
H -4.55841 0.76334 5.17357 0.02 0.05 -0.06
H -2.94516 -1.08323 4.92687 0.01 -0.01 0.05
H -1.25607 -2.81145 4.31809 -0.01 -0.07 0.00
H -0.10365 -2.62115 2.11035 0.17 -0.23 -0.05
H -0.31040 2.47979 -1.48551 -0.07 0.07 -0.02
H -2.01459 4.27830 -1.29706 0.03 0.00 -0.03
H -3.66537 4.14810 0.61289 0.01 0.04 -0.01
S 3.26979 2.67972 7.64711 0.12 0.23 0.57
C 2.76286 2.07597 6.19632 -0.16 -0.36 -0.48
S 1.27622 2.52008 5.43262 0.68 -0.41 -0.19
C 1.46918 1.57100 3.94781 1.19 -0.14 1.11
C 2.59406 0.79599 3.87884 -0.29 0.76 0.75
S 3.14838 -0.20584 2.62869 -0.02 -0.62 -0.58
S 3.66326 0.90896 5.28599 -0.69 0.52 0.01
S 0.30048 1.78297 2.74632 -0.62 0.99 -0.20
Se 2.56482 2.30489 -0.63986 -0.04 0.11 -0.10
P 4.05457 1.19846 -1.74560 0.16 0.02 -0.15
Se 3.68794 -0.77522 -2.46749 -0.17 -0.09 0.22
C 5.57141 1.22760 -0.71122 -0.28 -0.07 -0.09
C 6.22637 0.05294 -0.37633 -0.03 0.00 -0.12
C 7.29925 0.08985 0.49780 0.18 -0.01 0.09
C 7.71368 1.29072 1.04463 0.07 -0.05 0.00
C 7.06583 2.46723 0.69895 0.04 0.16 -0.02
C 5.99533 2.43845 -0.17510 0.01 -0.01 -0.05
C 4.53434 2.19340 -3.21870 -0.13 -0.07 0.23
C 3.78086 3.28264 -3.62864 -0.02 -0.02 0.18
C 4.10423 3.94609 -4.79863 0.05 0.10 -0.20
C 5.17841 3.52463 -5.56379 -0.09 0.12 -0.13
C 5.93174 2.43575 -5.15487 0.18 -0.09 -0.08
C 5.61144 1.76790 -3.98838 -0.03 0.03 0.06
H 5.88466 -0.88658 -0.79077 -0.08 -0.02 -0.01
H 7.80730 -0.82543 0.76369 -0.01 -0.12 0.06
H 8.53355 1.30773 1.75094 0.04 0.02 0.02
H 7.39163 3.40602 1.12468 -0.01 0.08 0.05
H 5.45515 3.34270 -0.42803 0.02 0.04 0.07
H 2.94214 3.59559 -3.01964 -0.02 -0.02 0.01
H 3.51807 4.79521 -5.12047 -0.09 0.09 -0.02
H 5.42029 4.04078 -6.48370 0.05 0.03 -0.05
H 6.76816 2.10389 -5.75507 0.08 -0.03 -0.04
H 6.17344 0.89845 -3.67390 0.05 -0.05 0.00
C 3.44730 -7.43284 2.01104 0.06 0.07 -0.04
C 3.41706 -5.97785 1.61703 0.26 0.05 0.10
C 4.40922 -5.11064 2.05163 0.00 -0.33 0.09
C 4.35247 -3.75990 1.69173 -0.05 0.12 -0.09
C 5.39171 -2.80686 2.20419 -0.08 0.01 0.00
C 3.32862 -3.31369 0.89799 0.24 0.20 0.16
C 2.28491 -4.15911 0.42465 -0.17 -0.16 0.04
C 2.38128 -5.52108 0.82111 -0.13 -0.09 -0.07
N 1.33222 -3.55130 -0.26704 -0.35 1.03 -0.05
C 0.40738 -4.09792 -1.21409 -0.06 -0.20 0.05
C 0.53668 -3.19248 -2.45644 -0.13 -0.09 0.33
C 0.59075 -5.55878 -1.69223 -0.04 0.30 0.15
C -1.02677 -3.96335 -0.66657 0.29 -0.07 -0.25
H 4.27297 -7.63896 2.68991 0.08 -0.02 0.07
H 3.56610 -8.06813 1.13122 -0.02 -0.09 -0.03
H 2.51966 -7.71989 2.50683 -0.09 -0.07 0.03
H 5.22101 -5.46542 2.67370 0.09 -0.10 0.09
H 6.38961 -3.24417 2.16675 0.13 -0.07 -0.05
H 5.17385 -2.55108 3.24185 0.04 0.11 0.04
H 5.37485 -1.88301 1.63129 0.08 0.08 0.06
H 3.27316 -2.27279 0.57804 0.15 -0.17 0.08
H 1.60369 -6.22235 0.56047 -0.11 -0.07 -0.08
H 1.51614 -3.33068 -2.91119 0.09 0.01 -0.04
H 0.46635 -2.15036 -2.13248 -0.01 -0.05 -0.16
H -0.24148 -3.41444 -3.18494 -0.21 0.02 -0.30
H 1.63662 -5.78000 -1.88493 0.16 -0.03 0.00
H 0.02881 -5.69452 -2.61663 -0.07 -0.06 -0.14
H 0.20574 -6.27335 -0.96574 0.04 -0.07 0.05
H -1.24677 -2.90950 -0.51498 -0.12 0.15 0.11
H -1.12356 -4.49236 0.28063 0.03 -0.05 0.11
H -1.73656 -4.38607 -1.37615 -0.33 0.00 -0.13
C 2.15793 -0.14143 -6.10190 0.38 -0.43 0.30
N 1.23319 0.91179 -6.41027 -0.46 0.60 0.15
C 0.90354 1.41340 -7.64089 -0.24 0.31 -0.47
C 0.00675 2.41107 -7.45723 0.18 -0.13 -0.53
N -0.21781 2.51935 -6.11106 0.48 -0.48 -0.01
C -1.05390 3.45467 -5.41864 -0.22 0.22 0.30
C 0.53705 1.58842 -5.46067 -0.22 0.02 0.35
Se 0.56243 1.33887 -3.67413 0.11 -0.09 0.22
H 2.81057 -0.32163 -6.95310 -0.03 0.06 -0.07
H 1.62810 -1.05903 -5.83996 -0.01 0.00 -0.01
H 2.75406 0.13648 -5.22943 -0.01 0.00 -0.01
H 1.32332 1.03507 -8.55076 0.10 -0.08 -0.11
H -0.48207 3.04290 -8.17029 -0.05 0.10 -0.14
H -1.53392 4.12085 -6.13237 0.03 -0.03 -0.09
H -0.44955 4.03002 -4.71320 -0.06 -0.01 -0.05
H -1.80721 2.92016 -4.83499 0.03 0.04 -0.04
F -5.22207 -3.44568 -4.90596 0.31 0.24 -0.05
C -5.31563 -3.13418 -3.59961 -0.93 -0.82 -0.25
F -5.35994 -4.32321 -2.95088 0.30 0.27 0.12
F -6.55833 -2.61184 -3.44095 0.22 0.27 0.11
C -4.23994 -2.23299 -3.10663 0.77 0.63 0.35
C -4.29756 -1.74974 -1.79222 -0.15 -0.41 -0.77
C -3.27184 -0.93648 -1.35433 0.14 0.11 0.03
N -2.23516 -0.58727 -2.10776 -0.03 -0.06 -0.03
C -2.18837 -1.04756 -3.35206 0.27 0.18 0.09
C -3.15588 -1.86010 -3.90950 -0.94 -0.45 0.37
H -5.12311 -2.01196 -1.14930 -0.04 -0.02 0.12
H -3.26918 -0.54078 -0.34795 -0.08 -0.01 0.13
H -1.32157 -0.74240 -3.92102 0.10 0.03 -0.09
H -3.08370 -2.20055 -4.93025 0.07 -0.05 -0.06
```
Forces are in eV/Å.

- Max |F|: 4.48 eV Å⁻¹
- LUMO: 0.102 hartree
- Total charge: -2
- HOMO level: -0.80 eV
- Frontier orbital gap: 0.1316 Eh
- Energy above the lowest of the compared OMol25 structures with the same formula, charge and spin: 2.755 eV

***

Molecular formula: C4H8O3S
Method: DFT, wB97M-V/def2-TZVPD

Geometry as XYZ:
```
16
Properties=species:S:1:pos:R:3:forces:R:3
C -1.88189 -0.54812 -0.56984 -0.17 0.02 -1.88
C -0.61938 -0.08289 -0.04537 2.87 -2.36 1.86
C 0.03888 1.10721 -0.44688 0.72 2.08 -0.40
C 0.75392 -0.14433 -0.86285 -0.25 -0.29 0.71
H -4.05562 -0.05048 -0.73249 4.04 -0.70 4.17
H -1.73083 -1.61567 -0.57344 -0.54 -0.79 -0.95
H -2.07989 -0.00789 -1.51927 0.71 -1.12 -0.02
H -0.94436 -0.56790 1.82073 -0.87 0.26 0.78
H -0.46470 1.52139 -1.29023 -0.24 0.89 -0.37
H 0.96340 1.48087 1.16094 -0.74 1.55 -1.45
H 0.72251 -0.55468 -1.84040 -0.25 0.32 -0.96
H 1.83214 -1.46684 0.72292 -0.68 -1.43 1.32
O -2.93518 -0.21909 0.26265 -5.49 1.22 -2.62
O -0.26028 -0.71377 1.18638 -0.04 0.63 -0.37
O 0.53445 2.06040 0.43297 1.12 -1.86 1.46
S 2.33102 -0.60939 -0.07844 -0.19 1.56 -1.29
```
Forces are in eV/Å.

- Max |F|: 6.20 eV Å⁻¹
- LUMO: -0.044 hartree
- HOMO level: -9.07 eV
- Frontier orbital gap: 0.2898 Eh
- Energy above the lowest of the compared OMol25 structures with the same formula, charge and spin: 5.684 eV

***

Molecular formula: C2H3NO2
Method: DFT, wB97M-V/def2-TZVPD

Geometry as XYZ:
```
8
Properties=species:S:1:pos:R:3:forces:R:3
N -1.20013 -1.40363 0.70132 0.80 -0.62 1.05
C -1.35374 -0.81787 -0.33351 0.07 -0.33 0.96
O -1.67638 -0.24602 -1.28304 -0.12 0.56 -1.13
H -0.35895 -1.61110 1.25620 -0.79 0.33 -0.87
C 1.08194 0.97844 -0.16559 0.59 2.36 3.04
O 1.61709 -0.07458 -0.02064 0.14 -1.05 -1.25
H 0.71695 1.44719 0.83357 -0.44 -0.26 -1.46
H 1.17323 1.72757 -0.98831 -0.24 -0.99 -0.35
```
Forces are in eV/Å.

- Max |F|: 3.90 eV Å⁻¹
- LUMO: 0.018 hartree
- Structure (SMILES): N=C=O.C=O
- HOMO level: -10.45 eV
- Frontier orbital gap: 0.4020 Eh
- Energy above the lowest of the compared OMol25 structures with the same formula, charge and spin: 1.349 eV